Computed, not measured: a cluster of 11 separate species, H22O11 in total, with ωB97M-V/def2-TZVPD.

Each line ends with the Löwdin charge.
Atoms and positions in Å:
O  3.720553  -2.438381  -2.345557  -0.05
H  4.591603  -2.374071  -2.737167  0.03
H  3.189083  -1.813231  -2.838457  0.01
O  -0.079217  4.947709  0.574493  -0.05
H  0.139693  5.835939  0.856203  0.03
H  -1.022377  4.875139  0.720743  0.03
O  -0.632767  -4.606331  -0.495577  -0.05
H  0.030883  -4.777551  -1.163777  0.03
H  -1.046247  -3.788501  -0.772017  0.01
O  -3.242917  -1.794481  -0.936207  -0.05
H  -2.735507  -1.193761  -0.390407  0.02
H  -3.953667  -2.092381  -0.368457  0.03
O  -0.091297  0.334919  0.170083  -0.04
H  -0.496137  1.127969  -0.181217  0.03
H  0.520523  0.055839  -0.511107  0.03
O  -4.421887  2.248269  -1.411297  -0.05
H  -4.261287  2.435299  -0.486387  0.01
H  -5.098497  1.571219  -1.405267  0.03
O  -3.577687  2.531199  2.232753  -0.05
H  -4.184897  1.866429  2.557733  0.03
H  -3.202397  2.920149  3.022763  0.03
O  1.991293  -0.154951  -4.651887  -0.05
H  2.494723  -0.179061  -5.465657  0.03
H  1.799993  0.772959  -4.515447  0.03
O  3.433113  -2.915281  1.458123  -0.04
H  3.499143  -3.048271  0.512513  0.02
H  4.289013  -3.176841  1.797613  0.03
O  2.376813  2.421809  2.530183  -0.05
H  1.823893  2.604719  1.770543  0.01
H  1.759163  2.235079  3.237203  0.03
O  0.691093  -1.583021  3.439423  -0.06
H  1.517483  -1.764901  2.991953  0.01
H  0.178733  -1.083621  2.803553  0.01

Forces on atoms 1 to 6 (eV/Å):
-0.0222 -0.2144 0.2866
0.2224 -0.0068 -0.0632
-0.2680 0.2579 -0.2161
0.1403 -0.2390 -0.0618
0.1340 0.2189 0.0646
-0.2781 -0.0550 -0.0020

M, g/mol: 198.17
Energy above the lowest of the compared OMol25 structures with the same formula, charge and spin, kJ/mol: 215.9
DFT total energy, eV: -22879.2767
Orbital gap, eV: 10.65
Total charge: 0

---

Computed, not measured: a cluster of 2 separate species, C13H11FO in total in a non-equilibrium geometry, with ωB97M-V/def2-TZVPD.

Each line ends with the Löwdin charge.
Atoms and positions in Å:
C  0.684994  -0.245187  3.125998  -0.11
C  1.712581  0.377938  -3.191757  -0.10
C  -0.169030  0.833451  3.053369  -0.09
C  0.376677  -1.441616  2.434045  -0.11
C  0.471505  0.023916  -3.700288  -0.12
C  1.871742  0.534180  -1.821040  -0.07
C  -1.215301  0.863124  2.144872  -0.01
C  -0.785892  -1.581994  1.736404  -0.03
C  -0.703358  0.009994  -2.988255  -0.13
C  0.668490  0.436876  -1.063896  -0.09
C  -1.516542  -0.358462  1.500549  -0.19
C  -0.580691  0.197703  -1.632352  0.07
C  -2.695630  -0.559750  0.809545  -0.38
O  -3.619843  0.393289  0.591810  0.10
F  -2.956850  -1.735639  0.296741  0.12
H  1.552704  -0.133626  3.812471  0.11
H  2.599420  0.632892  -3.728705  0.09
H  0.098873  1.566207  3.734137  0.08
H  0.999108  -2.378555  2.716176  0.13
H  0.305746  -0.102374  -4.855738  0.14
H  2.659583  0.857450  -1.289564  0.06
H  -1.853825  1.616710  2.035915  0.07
H  -1.022407  -2.588141  1.400487  0.12
H  -1.525768  -0.054460  -3.603744  0.07
H  0.800135  0.688268  0.047460  0.11
H  -4.115906  0.346224  -0.260534  0.14

Forces on atoms 1 to 6 (eV/Å):
0.6387 -0.6388 0.2461
0.6697 -0.0608 1.1855
0.0837 -0.8803 -1.3022
1.5612 -1.6061 1.9772
0.5032 0.4108 -3.6845
-5.5840 -0.9271 -1.1633

M, g/mol: 202.23
Energy above the lowest of the compared OMol25 structures with the same formula, charge and spin, kJ/mol: 164.3
DFT total energy, eV: -18419.0222
Orbital gap (spin up / spin down), eV: 9.13 / 5.95
Total charge: 0

---

Computed, not measured: a structure of composition C21H40P2Pt in a non-equilibrium geometry, with ωB97M-V/def2-TZVPD.

Each line ends with the Löwdin spin population.
Atoms and positions in Å:
P  -0.930878  2.011036  0.661196  0.19
P  -1.538792  0.550780  -2.551886  0.02
C  -1.064660  2.887197  -1.045838  0.09
C  -1.996012  2.234669  -2.037529  0.02
H  -0.055215  3.041078  -1.438453  0.01
H  -1.447584  3.859830  -0.722026  0.00
H  -3.028888  2.197195  -1.659831  0.00
H  -2.014612  2.882362  -2.921851  0.00
C  -0.603553  0.606452  -4.138027  0.00
H  0.056927  -0.265726  -4.259493  0.00
H  0.007390  1.511592  -4.261493  0.00
H  -1.342976  0.594393  -4.950229  0.00
C  -3.064399  -0.296255  -3.067688  0.01
H  -3.279003  -0.029238  -4.117369  0.00
H  -3.912320  -0.001800  -2.428132  0.00
H  -2.929654  -1.388649  -2.989233  0.00
C  0.290717  3.309630  1.107774  0.00
H  0.648233  3.121986  2.127267  0.00
H  -0.247280  4.256539  1.050506  0.00
H  1.109495  3.265678  0.385990  0.00
C  -2.557354  2.804124  1.169827  0.07
H  -3.238145  2.404150  0.403135  0.00
H  -2.457232  3.898714  1.123123  0.00
H  -2.926962  2.438786  2.187701  0.02
Pt  -1.254675  1.798639  2.915162  0.31
C  1.915874  -2.439668  -2.490287  0.00
C  2.368447  -1.339181  -3.094624  0.00
C  2.304658  0.124087  -2.779439  0.03
C  1.633000  0.707282  -1.496462  0.11
C  0.571074  0.017509  -0.876883  0.57
C  -0.652512  -0.612551  -1.424407  0.08
C  -0.433049  -2.148378  -1.531585  0.04
C  1.032104  -2.556927  -1.285917  0.02
C  -1.010348  2.268763  4.873976  0.16
H  2.183520  -3.427221  -2.902305  0.00
H  3.001593  -1.512277  -3.966862  0.00
H  1.917343  0.690593  -3.636429  0.00
H  3.346739  0.431086  -2.666005  0.00
H  2.418490  0.760317  -0.751831  0.00
H  1.358789  1.762032  -1.655640  0.04
H  0.682591  -0.266592  0.191205  0.01
H  -1.477621  -0.539989  -0.663006  0.02
H  -0.753470  -2.467925  -2.525338  0.00
H  -1.102287  -2.610325  -0.784689  0.00
H  1.462714  -2.022980  -0.446495  0.01
H  0.995183  -3.612100  -0.992886  0.00
H  -1.430854  1.486712  5.534073  0.01
H  -1.455111  3.245645  5.118412  0.04
H  0.098358  2.335406  4.969939  0.01
C  0.439319  -3.509919  2.420627  0.00
C  1.082724  -2.191091  2.881830  0.00
C  1.313643  -2.316498  4.396891  0.00
C  2.472544  -2.120939  2.231402  0.00
C  0.264470  -0.962615  2.570021  0.01
C  -0.281962  0.137860  2.729847  0.08
H  1.111302  -4.348533  2.671988  0.00
H  0.302948  -3.516826  1.333858  0.00
H  -0.509821  -3.681518  2.945158  0.00
H  1.974959  -3.162781  4.629404  0.00
H  1.809247  -1.414254  4.761857  0.00
H  0.358530  -2.493667  4.905529  0.00
H  2.414238  -2.138356  1.135958  0.00
H  3.022007  -1.233005  2.572898  0.00
H  3.028063  -3.014338  2.553614  0.00

Forces on atoms 1 to 6 (eV/Å):
0.0447 0.6579 -1.6833
0.6776 -1.7699 -1.6615
0.0549 0.2584 0.4559
0.0572 0.3517 0.1480
-0.2361 -0.0496 -0.1537
-0.0452 0.1152 -0.6806

M, g/mol: 549.58
Energy above the lowest of the compared OMol25 structures with the same formula, charge and spin, kJ/mol: 431.4
DFT total energy, eV: -44240.4914
Orbital gap (spin up / spin down), eV: 4.69 / 6.32
⟨S²⟩: 2.01
2S+1: 3
Total charge: 0

---

Computed, not measured: a structure of composition C31H41N3OPtSbSe4Te in a non-equilibrium geometry, with ωB97M-V/def2-TZVPD.

Each line ends with the Löwdin spin population.
Atoms and positions in Å:
Pt  0.168147  -3.091677  -1.486191  0.56
Se  1.710412  -6.372753  -3.533614  0.01
Sb  1.036977  -4.075510  -3.652976  0.02
Se  -1.911914  -4.146499  -1.249238  1.26
Se  2.427147  -2.522402  -2.213519  0.14
Se  0.280455  -3.146035  -5.732537  0.01
C  -4.804261  1.793580  -4.757173  0.00
C  -3.361564  2.202653  -4.461472  0.00
N  -2.785056  1.566145  -3.295461  0.00
C  -2.934255  2.216017  -2.008668  0.00
C  -4.126281  1.741433  -1.179411  0.00
C  -2.184348  0.312150  -3.357908  0.00
C  -1.940005  -0.270287  -4.721975  0.00
N  -1.772332  -0.349549  -2.347935  0.00
H  -5.148321  2.235046  -5.696136  0.00
H  -5.477637  2.115760  -3.961744  0.00
H  -4.881279  0.708792  -4.840126  0.00
H  -3.313968  3.284475  -4.306157  0.00
H  -2.737398  1.997171  -5.330541  0.00
H  -3.006827  3.292819  -2.182689  0.00
H  -2.015063  2.061346  -1.437666  0.00
H  -5.068685  1.941003  -1.692110  0.00
H  -4.144723  2.254958  -0.215319  0.00
H  -4.066726  0.669055  -0.991224  0.00
H  -1.144506  0.282649  -5.228548  0.00
H  -2.823151  -0.255873  -5.362798  0.00
H  -1.586354  -1.289671  -4.602921  0.00
H  -1.943777  0.125941  -1.466293  0.00
C  -0.796922  5.010988  4.985628  0.00
C  -0.624723  3.850566  4.041965  0.00
C  0.000339  4.010974  2.813438  0.01
C  0.197716  2.938660  1.943704  0.03
C  0.888523  3.215826  0.636579  0.01
C  -0.234455  1.655562  2.310656  0.17
Te  -0.062423  -0.120765  0.881363  0.32
N  0.293067  -2.244300  0.577594  0.32
C  0.368221  -2.963882  1.698351  0.02
O  0.296155  -2.539271  2.870230  0.02
C  0.491158  -4.468210  1.530370  0.02
C  -0.431851  -5.273032  2.189099  0.01
C  -0.387191  -6.651451  2.047873  0.00
C  0.596798  -7.239937  1.264929  0.00
C  1.542283  -6.444490  0.634638  0.00
C  1.491735  -5.063104  0.770229  0.00
C  1.993283  0.305440  0.526150  0.01
C  2.917397  0.273338  1.573597  0.00
C  2.531231  -0.031261  2.995315  0.00
C  4.257931  0.535430  1.289548  0.00
C  4.694620  0.819792  0.006707  0.00
C  6.151839  1.052949  -0.287943  0.00
C  3.754191  0.855548  -1.014228  0.00
C  2.405799  0.607584  -0.782196  0.00
C  1.458433  0.700642  -1.945953  0.01
C  -0.881208  1.482990  3.539802  0.01
C  -1.420758  0.152453  4.003888  0.02
C  -1.064980  2.581077  4.381687  0.00
H  -0.693892  5.963201  4.462749  0.00
H  -0.047526  4.989830  5.781454  0.00
H  -1.778533  4.993358  5.463447  0.00
H  0.345424  4.998400  2.517110  0.00
H  0.983559  4.290999  0.472420  0.00
H  0.334915  2.790504  -0.201187  0.00
H  1.885693  2.774002  0.607021  0.00
H  -1.190107  -4.802944  2.803741  0.00
H  -1.129797  -7.269695  2.540746  0.00
H  0.612819  -8.315423  1.129815  0.00
H  2.287606  -6.881914  -0.016232  0.00
H  2.195819  -4.441828  0.232990  0.00
H  1.810613  -0.849413  3.051103  0.00
H  2.082638  0.846071  3.470673  0.00
H  3.416858  -0.311191  3.568645  0.00
H  4.977996  0.493762  2.101454  0.00
H  6.746312  1.030723  0.626368  0.00
H  6.310506  2.020757  -0.769750  0.00
H  6.539771  0.286140  -0.961888  0.00
H  4.076503  1.054310  -2.031453  0.00
H  2.017505  0.738363  -2.881373  0.00
H  0.841897  1.602397  -1.875707  0.00
H  0.786668  -0.153906  -2.016630  0.00
H  -0.954136  -0.700261  3.510431  0.01
H  -2.499631  0.097859  3.828911  0.00
H  -1.264923  0.038675  5.079748  0.00
H  -1.565465  2.426363  5.334688  0.00

Forces on atoms 1 to 6 (eV/Å):
-1.0080 -0.5075 0.7949
0.0798 -0.2428 -0.0696
-0.0256 0.1214 0.1127
0.7693 0.4356 -0.1554
0.3443 -0.1021 -0.0930
0.0131 0.0126 -0.3241

M, g/mol: 1231.97
Energy above the lowest of the compared OMol25 structures with the same formula, charge and spin, kJ/mol: 30.1
DFT total energy, eV: -317795.1572
Orbital gap (spin up / spin down), eV: 5.17 / 5.34
⟨S²⟩: 3.78
2S+1: 4
Total charge: -2

---

Computed, not measured: a structure of composition C9H13Br4F4O6Si2 in a non-equilibrium geometry, with ωB97M-V/def2-TZVPD.

Each line ends with the Löwdin charge.
Atoms and positions in Å:
C  1.919158  0.802982  2.275985  -0.01
C  1.799553  -0.691985  2.643642  -0.49
O  2.721993  -1.219233  3.202579  0.10
O  0.709711  -1.480590  2.331695  -0.04
C  0.652043  -1.758376  0.916506  -0.22
C  -0.839546  -1.911046  0.429017  -0.23
Si  -1.610078  -0.140067  0.301906  0.50
F  -3.006177  -0.213743  -0.645068  -0.21
O  -0.447784  0.801453  -0.533606  -0.32
Si  -0.848912  2.432633  -0.674821  0.20
Br  -0.500795  3.666406  1.184945  0.42
C  0.310177  3.145184  -2.035915  -0.22
C  1.793227  2.645537  -1.854916  -0.30
O  2.152109  2.609747  -0.475548  -0.08
C  2.036357  1.201494  -2.424549  -0.52
F  3.070427  1.245263  -3.342468  0.08
F  0.988755  0.670615  -3.083233  0.13
F  2.478419  0.357168  -1.460342  0.13
C  -1.949954  0.419326  2.089802  -0.77
O  -1.084772  0.849009  2.869383  -0.10
O  -3.165944  0.280228  2.463653  -0.12
H  1.077456  1.068902  1.595597  0.03
H  2.860657  0.937010  1.693442  0.09
H  1.856202  1.483363  3.146774  0.10
H  1.228403  -2.680960  0.648902  0.12
H  1.173249  -0.913334  0.406043  0.10
H  -0.799978  -2.306120  -0.617967  0.04
H  -1.428204  -2.577547  1.091359  0.07
H  -2.230271  2.677587  -1.096187  0.00
H  -0.078201  2.896229  -3.051953  0.09
H  0.294569  4.256039  -1.920525  0.08
H  2.523615  3.309302  -2.380590  0.15
H  2.117368  3.536472  -0.184072  0.08
C  -3.170022  -5.145658  -0.804253  -1.61
Br  -1.301058  -5.261159  -0.317379  0.60
Br  -4.314884  -5.927873  0.543791  0.55
Br  -3.688798  -3.332905  -1.225060  0.64
H  -3.298071  -5.731354  -1.706563  -0.04

Forces on atoms 1 to 6 (eV/Å):
-1.1999 -0.3646 -1.4609
0.7916 0.1658 0.3882
0.1452 -0.1425 0.4074
0.2422 0.3707 -0.7615
-0.3946 0.1527 -0.5505
0.7528 1.2701 -0.6507

M, g/mol: 668.98
Energy above the lowest of the compared OMol25 structures with the same formula, charge and spin, kJ/mol: 126.7
DFT total energy, eV: -328631.2679
Orbital gap, eV: 6.59
Total charge: -1